[1]
Computed, not measured: a cluster of 10 separate species, H18NO12 in total at a distorted geometry, with ωB97M-V with the def2-TZVPD basis set.

Each line ends with the natural charge from an NBO analysis.
Cartesian coordinates (Å):
N: 0.01252 -0.12371 -0.12119  0.734
O: 0.11952 1.07429 -0.30319  -0.500
O: 0.74552 -0.63471 0.79181  -0.587
O: -0.98248 -0.80071 -0.48719  -0.527
O: 2.81352 0.57729 -1.72619  -0.941
H: 1.98452 0.60929 -1.25419  0.478
H: 3.46552 0.52029 -1.08319  0.456
O: 0.60952 4.31629 -0.15819  -0.956
H: -0.26048 4.54229 0.19181  0.473
H: 0.84152 3.48829 0.25681  0.484
O: -1.65948 1.72529 -2.47719  -0.979
H: -1.15448 2.51729 -2.51819  0.447
H: -1.16248 1.56929 -1.40319  0.475
O: 0.08152 -3.72571 -0.71319  -0.984
H: 0.98852 -3.86971 -1.02719  0.487
H: -0.18448 -2.91571 -0.37819  0.499
O: 1.80152 -1.83071 2.79081  -0.986
H: 2.52252 -2.39371 2.43481  0.462
H: 1.26552 -1.48971 2.04381  0.498
O: -3.53748 -1.27171 0.61081  -0.984
H: -3.93348 -2.07271 0.18081  0.465
H: -2.64748 -1.00271 0.21281  0.504
O: 1.42552 1.62129 2.50481  -0.975
H: 1.43452 0.67829 2.44681  0.502
H: 2.32752 1.95329 2.57881  0.476
O: -1.51248 2.07129 1.97481  -0.971
H: -0.58548 1.93529 2.37281  0.489
H: -1.26048 1.75829 1.01681  0.467
O: -1.02448 -3.18871 -3.23119  -0.925
H: -0.80948 -3.03071 -2.39119  0.465
H: -1.72448 -2.60671 -3.13619  0.452

Cartesian forces (eV/Å) of the 2 atoms listed first:
N -1.875 -2.650 4.475
O 0.201 1.609 -1.723

Values from the calculation:
Charge: -1

---

[2]
Computed, not measured: a structure of composition H18O17SV2 at a distorted geometry, with ωB97M-V with the def2-TZVPD basis set.

Each line ends with the Löwdin charge.
Cartesian coordinates (Å):
O: 18.87344 -19.00726 21.55752  -0.256
V: 18.54682 -17.61254 20.76120  1.193
O: 18.19637 -16.47834 21.90080  -0.228
O: 16.40625 -21.93157 20.50182  -0.282
V: 15.00488 -21.50221 19.88589  1.094
O: 15.42169 -20.85169 18.46571  -0.249
S: 15.34348 -18.33886 20.90455  0.356
O: 14.90916 -19.70760 20.82889  -0.349
O: 16.55663 -18.08552 20.16071  -0.334
O: 14.23021 -17.56311 20.43719  -0.308
O: 15.60631 -18.07499 22.32803  -0.342
O: 15.62457 -15.35601 18.86513  -0.040
H: 15.17947 -16.04183 19.36290  -0.020
H: 15.18419 -14.54677 19.12482  0.047
O: 15.93961 -19.46165 24.46408  -0.051
H: 15.90148 -20.35982 24.13533  0.028
H: 15.80269 -18.91649 23.68929  -0.050
O: 16.49474 -16.47862 24.31463  -0.055
H: 16.16822 -16.83164 23.48698  -0.040
H: 17.00393 -17.19367 24.69628  0.028
O: 12.25511 -15.92893 20.64121  -0.057
H: 12.64673 -15.30291 21.25028  0.033
H: 12.85292 -16.67647 20.64803  -0.050
O: 11.70542 -18.37547 22.44335  -0.051
H: 11.62930 -17.42344 22.37952  0.015
H: 12.57279 -18.57117 22.08894  -0.009
O: 16.72138 -17.99217 17.08625  -0.044
H: 15.98415 -17.39524 16.95819  0.029
H: 16.83176 -18.03692 18.03601  -0.029
O: 12.78313 -20.80370 19.69664  -0.035
H: 11.85626 -20.83655 19.93343  0.097
H: 13.00812 -19.87415 19.73615  0.030
O: 13.72271 -16.53799 23.19175  -0.045
H: 13.54121 -17.05087 23.97930  0.060
H: 14.39877 -17.03562 22.73180  -0.046
O: 13.07442 -17.86133 18.05036  -0.042
H: 13.07838 -16.90920 17.95199  0.038
H: 13.58117 -18.02248 18.84626  -0.038

Cartesian forces (eV/Å) of the 2 atoms listed first:
O -0.382 3.984 -2.225
V -3.196 -1.050 5.567

---

[3]
Computed, not measured: a cluster of 9 separate species, H18O9 in total at a distorted geometry, with ωB97M-V with the def2-TZVPD basis set.

Each line ends with the natural charge from an NBO analysis.
Cartesian coordinates (Å):
O: 2.80707 -3.73032 0.82710  -0.952
H: 1.98609 -3.42001 0.52926  0.483
H: 2.92576 -3.33578 1.71288  0.452
O: 0.46362 -2.59471 0.84240  -0.968
H: -0.15998 -2.96711 1.47087  0.499
H: 0.15830 -1.87709 0.39153  0.488
O: 2.11159 1.83018 -1.44618  -0.966
H: 2.36530 1.85238 -2.28007  0.472
H: 2.45746 2.51032 -0.83302  0.498
O: -1.18501 -0.90123 -2.26156  -0.964
H: -1.27129 -1.75829 -1.90675  0.482
H: -0.43110 -0.90688 -2.87890  0.496
O: -0.57674 0.58770 -0.03512  -1.000
H: 0.14396 0.80278 -0.56402  0.496
H: -1.27526 0.00363 -0.44321  0.507
O: -3.29150 0.74276 -2.08253  -0.958
H: -2.98921 1.20108 -1.29183  0.474
H: -2.68822 0.24171 -2.50625  0.480
O: 0.60395 -1.14312 3.17530  -0.942
H: 1.26338 -1.67511 2.67632  0.480
H: 0.59684 -1.42575 4.00584  0.459
O: -0.51306 3.43488 -1.44464  -0.976
H: -0.92037 4.27610 -1.13706  0.486
H: -0.56269 2.66758 -0.84781  0.483
O: -0.79949 2.11681 2.34983  -0.977
H: -0.34490 1.34315 2.65471  0.483
H: -0.87452 2.12434 1.32293  0.486

Cartesian forces (eV/Å) of the 2 atoms listed first:
O 2.596 -0.731 1.382
H -1.898 0.761 -0.516

Values from the calculation:
SMILES: O.O.O.O.O.O.O.O.O

---

[4]
Computed, not measured: a cluster of 9 separate species, H18O9 in total at a distorted geometry, with ωB97M-V with the def2-TZVPD basis set.

Each line ends with the natural charge from an NBO analysis.
Cartesian coordinates (Å):
O: -2.97727 17.70289 27.74523  -0.976
H: -2.21158 17.08790 27.38125  0.500
H: -2.46850 18.53771 27.88117  0.494
O: -6.71914 13.99363 31.25173  -0.966
H: -6.15570 14.72048 31.16415  0.483
H: -6.90030 13.48331 30.45406  0.480
O: -6.29797 15.88570 28.61101  -0.944
H: -6.79308 15.10723 28.28995  0.486
H: -6.87267 16.55416 28.82590  0.470
O: -5.00775 16.58928 26.19778  -0.951
H: -4.37588 16.79003 26.85760  0.466
H: -5.72371 16.51568 26.84185  0.466
O: -2.29351 17.01794 32.41751  -0.924
H: -2.10422 16.22200 32.50277  0.438
H: -2.87592 16.97187 31.67376  0.470
O: -3.02619 13.90612 29.98726  -0.949
H: -3.85934 13.42867 29.96459  0.456
H: -3.37398 14.75578 30.24921  0.482
O: -5.57482 19.07850 30.09610  -0.941
H: -5.21878 18.15245 30.23739  0.454
H: -4.93377 19.68450 29.88855  0.473
O: -4.02627 16.50941 30.28338  -0.987
H: -3.97126 16.93612 29.37878  0.515
H: -4.69369 17.00841 30.78792  0.472
O: -6.34588 16.93312 31.40938  -0.908
H: -6.60584 16.42904 32.09550  0.481
H: -7.06673 17.10563 31.01633  0.461

Cartesian forces (eV/Å) of the 2 atoms listed first:
O 3.402 -0.901 -0.764
H -2.423 1.599 1.126

Values from the calculation:
SMILES: O.O.O.O.O.O.O.O.O

---

| no. | frontier orbital gap (eV) | highest occupied orbital energy (eV) |
| --- | --- | --- |
| 1 | 10.32 | -7.59 |
| 2 | 6.18 | -10.03 |
| 3 | 10.55 | -10.68 |
| 4 | 10.66 | -10.82 |